[1]
C30H28AuGeN7O7 as an isolated structure. Source: the OMol25 dataset; level of theory: ωB97M-V/def2-TZVPD.

Computed properties:
Multiplicity: 1
E_HOMO, eV: -2.29
Net charge: -2
HOMO-LUMO gap, Eh: 0.238
Energy relative to the best compared isomer or geometry (same formula, charge and spin), kJ/mol: 137.49

Last column: Löwdin charge in e.
Positions of all 74 atoms, in Å:
Au -0.899044 -0.446292 -1.743675  0.820
C 0.861861 4.861009 -2.621158  -0.111
N -0.468998 4.352727 -2.361143  -0.182
C -1.246606 5.246893 -1.511852  -0.084
C -0.510689 2.988687 -1.972023  -0.419
N 0.550696 2.353141 -1.730946  0.021
N -1.832850 2.500011 -2.046376  0.092
C -2.530983 1.798489 -1.093317  -0.620
N -3.664344 1.186959 -1.629145  0.118
N -2.131610 1.737622 0.118965  0.141
H 0.771990 5.857645 -3.061440  0.074
H 1.376724 4.200412 -3.315165  0.078
H 1.470592 4.926966 -1.709809  0.071
H -0.624522 5.676320 -0.715081  0.073
H -2.056121 4.696163 -1.038309  0.076
H -1.673179 6.065311 -2.099335  0.072
H 1.523791 0.551916 -1.905868  0.000
H -2.255002 2.593817 -2.953904  0.134
H -4.212241 1.747273 -2.263788  0.078
H -4.221646 0.679601 -0.959785  0.088
H -2.806852 1.194072 0.652285  0.049
O -3.811843 -2.436109 0.047272  -0.018
C -2.931241 -2.591539 -0.806425  -0.648
O -2.574269 -1.707069 -1.650503  -0.220
C -2.304686 -3.977792 -0.931533  -0.049
C -3.167645 -5.024514 -0.948405  0.037
C -2.715172 -6.356758 -1.122882  -0.178
C -1.364241 -6.620661 -1.228575  0.047
C -0.451240 -5.593931 -1.158374  -0.069
C -0.840851 -4.173890 -1.042224  -0.320
O -0.037492 -3.242925 -1.021386  -0.010
N 0.941255 -5.986240 -1.208463  -0.365
O 1.792717 -5.223455 -0.796294  0.061
O 1.214904 -7.108993 -1.644710  -0.010
N -3.644663 -7.435266 -1.169020  -0.387
O -4.847097 -7.183104 -1.103850  0.005
O -3.229126 -8.583767 -1.336687  -0.006
H -4.224386 -4.836382 -0.823118  0.119
H -1.015967 -7.635487 -1.342376  0.118
C 0.597791 0.914424 -1.443790  -0.520
Ge 1.119967 0.820803 0.461568  0.977
C 0.558279 2.325715 1.601020  -0.267
C -0.228194 2.151380 2.738384  -0.113
C -0.579345 3.228769 3.539753  -0.107
C -0.154810 4.510351 3.212797  -0.124
C 0.632172 4.700412 2.086067  -0.115
C 0.990242 3.614651 1.295180  -0.117
C 0.679138 -0.872744 1.333143  -0.278
C 1.652241 -1.835264 1.592654  -0.109
C 1.303637 -3.085247 2.089777  -0.097
C -0.025693 -3.388993 2.337187  -0.097
C -1.010297 -2.446350 2.073300  -0.088
C -0.656381 -1.203226 1.571244  -0.137
C 3.088741 1.069708 0.562296  -0.255
C 3.802385 1.557542 -0.531662  -0.106
C 5.161033 1.841775 -0.438719  -0.108
C 5.833228 1.641917 0.758447  -0.124
C 5.138104 1.162764 1.861337  -0.109
C 3.781006 0.887416 1.761346  -0.118
H -0.579808 1.157614 2.994309  0.088
H -1.192592 3.069628 4.419877  0.090
H -0.436061 5.353824 3.833386  0.085
H 0.970825 5.696797 1.822274  0.088
H 1.610029 3.771941 0.418742  0.082
H 2.692891 -1.626835 1.372127  0.088
H 2.069323 -3.837427 2.235999  0.095
H -0.301696 -4.376013 2.689769  0.097
H -2.058508 -2.692311 2.195540  0.100
H -1.439987 -0.502183 1.306584  0.072
H 3.281821 1.730348 -1.467112  0.083
H 5.695428 2.220360 -1.302961  0.090
H 6.892538 1.859926 0.833826  0.086
H 5.654931 1.006312 2.801702  0.090
H 3.247668 0.521345 2.633023  0.100

Cartesian forces (eV/Å) of the 6 atoms listed first:
Au 0.28 -0.14 0.18
C -0.06 0.02 -0.05
N 0.07 -0.05 0.01
C 0.01 0.02 0.00
C 0.10 -0.08 0.16
N -0.15 -0.29 -0.08

=====

[2]
C30H28BClI3N2O6Re as an isolated structure in a non-equilibrium geometry. Source: the OMol25 dataset; level of theory: ωB97M-V/def2-TZVPD.

Computed properties:
Multiplicity: 4
E_HOMO (spin up / spin down), eV: -2.47 / -4.72
Net charge: -1
HOMO-LUMO gap (spin up / spin down), Eh: 0.156 / 0.229
Energy relative to the best compared isomer or geometry (same formula, charge and spin), kJ/mol: 0.00

Last column: Mulliken spin population.
Positions of all 72 atoms, in Å:
Re 13.229815 12.936860 14.547778  1.754
Cl 12.556092 6.761279 11.894183  0.010
C 12.307955 8.273445 12.534505  0.002
C 11.012122 8.728253 12.493855  -0.001
C 10.627572 10.013365 12.891940  0.047
I 8.613186 10.411943 12.664361  0.005
C 11.658308 10.856806 13.329658  0.124
O 11.493846 12.149951 13.645400  0.058
C 12.959740 10.315416 13.478175  0.073
N 13.916923 11.098281 14.041918  0.239
C 15.238308 10.741976 14.149978  0.257
C 15.664148 9.552058 13.626745  -0.131
C 14.724015 8.694083 13.085737  0.508
C 13.353638 9.051541 13.007898  -0.078
H 10.249733 8.032497 12.166413  0.005
H 15.883508 11.505377 14.556988  0.091
H 16.733712 9.357021 13.599792  0.002
H 15.057977 7.761812 12.654640  0.039
N 10.625509 12.842291 17.744181  0.003
C 11.510930 13.100843 16.795619  0.042
O 12.132225 12.186415 16.201203  0.029
C 11.695996 14.529758 16.448810  -0.031
C 13.006784 14.744770 15.730012  -0.009
H 10.369281 11.885156 17.974855  -0.001
H 10.100937 13.557515 18.251025  -0.001
H 11.595428 15.113940 17.369033  0.005
H 10.850066 14.796851 15.788319  0.006
H 13.847562 14.743223 16.416937  0.012
H 13.013817 15.657931 15.142611  0.019
I 21.224216 12.385829 18.960098  0.000
C 19.168269 12.358114 18.292892  0.002
C 18.073248 12.021979 19.118296  -0.002
C 16.768897 12.035124 18.676031  -0.001
C 16.479467 12.471935 17.367705  0.001
C 17.516195 12.784171 16.483622  -0.002
C 18.831132 12.709234 16.973293  0.001
C 15.029763 12.566452 17.004338  0.023
O 14.151799 12.384525 17.857375  0.005
O 14.810379 12.905082 15.759586  0.006
H 18.245989 11.755055 20.145817  0.000
H 15.972958 11.682162 19.326357  0.000
H 17.311601 13.053812 15.441101  0.001
H 19.640047 12.915936 16.267170  0.000
C 7.636160 17.466564 9.047839  0.000
C 9.107443 17.084838 8.741311  0.000
C 9.787316 18.317015 8.090452  0.000
C 9.065598 15.949629 7.737570  0.000
C 9.823202 16.716637 10.063165  -0.001
C 9.772511 17.655495 11.094272  -0.001
C 10.342212 17.415631 12.316823  0.003
C 10.971242 16.211044 12.500840  0.002
O 11.553294 15.686243 13.640327  0.003
B 12.188284 14.401325 13.347723  -0.092
O 11.809993 14.181073 11.931891  -0.011
C 11.075454 15.244923 11.461644  -0.001
C 10.458145 15.444608 10.254942  0.003
H 7.081974 17.705655 8.121928  0.000
H 7.551933 18.364820 9.675989  0.000
H 7.103661 16.668039 9.568129  0.000
H 9.314022 18.579745 7.145524  0.000
H 10.834017 18.145958 7.900183  0.000
H 9.721683 19.217517 8.683629  0.000
H 8.480187 16.265402 6.868037  0.000
H 8.606271 15.049105 8.139658  0.000
H 10.054456 15.702471 7.340264  0.000
H 9.321499 18.643588 10.895344  0.000
H 10.232852 18.122415 13.144216  0.000
H 10.469752 14.718968 9.419083  0.000
I 14.825586 15.934876 12.398656  0.085
C 14.444128 13.666569 13.082562  -0.134
H 15.497687 13.611447 13.450195  0.028
H 14.361092 13.261356 12.075713  0.007

Cartesian forces (eV/Å) of the 6 atoms listed first:
Re -3.04 1.71 -0.60
Cl 0.74 -2.44 -0.84
C -0.75 1.35 0.17
C -0.84 0.16 0.22
C 1.28 -0.75 -0.30
I -0.06 0.58 0.19

=====

[3]
C30H28BN10O6Ti as an isolated structure in a non-equilibrium geometry. Source: the OMol25 dataset; level of theory: ωB97M-V/def2-TZVPD.

Computed properties:
Multiplicity: 2
E_HOMO (spin up / spin down), eV: -6.85 / -6.78
HOMO-LUMO gap (spin up / spin down), Eh: 0.207 / 0.205
Energy relative to the best compared isomer or geometry (same formula, charge and spin), kJ/mol: 144.65

Last column: Mulliken spin population.
Positions of all 76 atoms, in Å:
Ti -19.057316 -3.631931 13.256735  1.208
C -17.640832 -7.303721 12.303902  0.009
C -17.032613 -6.419046 13.348215  -0.002
C -15.888514 -6.731860 14.102218  0.000
C -15.680431 -5.661760 14.953314  0.004
N -16.658591 -4.753952 14.692844  0.005
N -17.485684 -5.247755 13.746657  0.026
B -16.813702 -3.351762 15.471244  -0.053
N -16.640226 -2.184271 14.379366  -0.006
C -15.548988 -1.649973 13.764705  0.002
C -16.000681 -0.854101 12.736060  -0.001
C -17.402188 -1.014339 12.683933  -0.008
C -18.244129 -0.432229 11.666812  -0.001
N -17.805461 -1.764885 13.709350  0.045
N -18.199528 -3.245812 16.116177  -0.002
C -18.535687 -2.909018 17.370753  0.002
C -19.885489 -3.163654 17.582518  -0.001
C -20.355188 -3.631875 16.357608  -0.035
C -21.744972 -3.922310 15.882606  0.026
N -19.357982 -3.720085 15.481185  0.041
N -15.795766 -3.428141 16.593009  0.000
C -15.789899 -4.331482 17.572095  0.000
C -14.510937 -4.504588 18.089266  0.000
C -13.740333 -3.549009 17.334510  0.000
C -12.276376 -3.217176 17.402929  0.000
N -14.524447 -2.924939 16.464899  0.000
H -16.903761 -8.013438 11.869294  0.000
H -18.118947 -6.824766 11.463979  -0.002
H -18.483433 -7.838916 12.739929  0.000
H -15.319145 -7.666517 14.119539  0.000
H -14.988027 -5.538172 15.787793  0.001
H -14.586235 -1.849065 14.252134  0.000
H -15.422939 -0.255353 12.059466  0.000
H -17.631327 0.383291 11.322656  0.000
H -19.261550 -0.131001 12.001647  -0.002
H -18.431638 -1.080295 10.795707  0.000
H -17.718406 -2.554263 18.002783  -0.001
H -20.548798 -2.973392 18.407480  0.000
H -22.427746 -4.256991 16.670477  0.000
H -21.789703 -4.676426 15.108888  -0.002
H -22.216980 -3.071136 15.391619  -0.002
H -16.699024 -4.860883 17.794979  0.000
H -14.277254 -5.112681 18.917151  0.000
H -11.940530 -2.624648 18.274644  0.000
H -12.000292 -2.768364 16.395759  0.000
H -11.767133 -4.167480 17.500650  0.000
O -20.400662 -4.166427 10.699300  -0.007
C -19.139419 -3.961383 10.431772  -0.009
O -18.262067 -3.802237 11.304818  -0.009
C -18.795407 -4.100822 9.034466  -0.006
C -19.696822 -4.776325 8.232203  -0.004
C -19.428570 -4.909993 6.889772  0.000
C -18.203870 -4.545429 6.326892  0.000
C -17.263439 -4.066392 7.208941  0.000
C -17.519440 -3.676277 8.515848  0.000
N -15.908453 -3.711791 6.678372  0.000
O -15.011395 -3.378531 7.437590  0.000
O -15.766504 -3.766454 5.506495  0.000
N -20.472400 -5.545471 6.116671  0.000
O -20.297880 -5.591056 4.922024  0.000
O -21.396969 -6.094913 6.675532  0.000
H -20.615476 -5.197861 8.639051  0.001
H -17.987695 -4.717905 5.313826  0.000
H -16.697372 -3.268297 9.134318  0.000
C -20.661060 -3.873095 12.162593  -0.196
C -22.134402 -3.641291 12.312679  -0.012
C -23.110481 -4.528260 11.814960  -0.014
C -24.446899 -4.267448 12.070575  0.008
C -24.791469 -3.184310 12.959217  -0.012
C -23.813895 -2.285796 13.383367  0.005
C -22.515041 -2.482717 13.005935  0.005
H -22.814003 -5.453653 11.331144  -0.001
H -25.236195 -4.912855 11.706079  0.000
H -25.840175 -3.066248 13.242434  -0.001
H -24.151987 -1.485102 14.051631  0.000
H -21.773733 -1.719220 13.280705  0.002

Cartesian forces (eV/Å) of the 6 atoms listed first:
Ti 0.73 -0.60 1.01
C -0.21 -0.45 -0.06
C 0.86 -0.60 -0.04
C 0.56 -0.48 0.47
C -0.56 -0.11 -0.25
N 0.41 -0.09 1.05

=====

[4]
C30H28Cl3IrN2O2S2 as an isolated structure. Source: the OMol25 dataset; level of theory: ωB97M-V/def2-TZVPD.

Computed properties:
Multiplicity: 6
E_HOMO (spin up / spin down), eV: -10.19 / -10.49
Net charge: +1
HOMO-LUMO gap (spin up / spin down), Eh: 0.266 / 0.190
Energy relative to the best compared isomer or geometry (same formula, charge and spin), kJ/mol: 19.73

Last column: Mulliken spin population.
Positions of all 68 atoms, in Å:
Ir 0.758750 1.792646 0.543005  2.324
C 2.502818 -0.215273 1.825545  0.234
C 2.090098 0.691645 2.821546  0.150
C 2.460897 1.995984 2.410060  0.296
C 3.043133 1.906000 1.087491  0.353
C 3.105211 0.521525 0.761698  0.202
C 3.839853 -0.080396 -0.381013  -0.010
C 3.835158 2.966800 0.376777  0.004
C 2.474953 3.185590 3.313567  -0.001
C 1.415945 0.331211 4.100798  -0.038
C 2.379704 -1.691685 1.861645  0.030
H 4.851731 -0.340449 -0.048041  0.022
H 3.935229 0.598636 -1.221843  0.000
H 3.361326 -0.993286 -0.734815  0.010
H 4.904436 2.797261 0.524576  0.004
H 3.599829 3.965393 0.740682  0.001
H 3.650063 2.952648 -0.698101  0.006
H 3.093575 2.958950 4.185080  0.017
H 1.481833 3.433236 3.688109  0.017
H 2.891683 4.067390 2.832228  -0.003
H 2.082818 -0.253421 4.739814  0.015
H 0.527680 -0.276330 3.913716  0.009
H 1.107708 1.214411 4.657226  -0.002
H 1.818748 -2.051867 0.993340  0.018
H 1.876657 -2.033232 2.764737  -0.003
H 3.367653 -2.159274 1.819849  0.018
Cl -2.820147 8.312555 0.028984  0.001
C -2.305526 6.662269 -0.110372  0.006
C -1.200661 6.226030 0.583181  -0.007
C -0.829470 4.902603 0.434270  -0.023
Cl 0.576308 4.329925 1.306778  0.099
C -1.480900 3.961234 -0.348895  0.025
O -1.082276 2.701473 -0.424730  0.105
C -2.596517 4.470316 -1.028424  0.032
Cl -3.527133 3.403210 -2.042675  0.001
C -3.007431 5.783636 -0.918325  0.001
H -0.643940 6.895793 1.223981  0.002
H -3.878151 6.121830 -1.462630  0.000
S 1.416127 1.352660 -1.816406  0.304
C 0.110367 0.542993 -2.617178  0.023
N -1.176712 0.740282 -2.286020  0.026
C -2.177946 0.127950 -2.934808  -0.005
C -1.898648 -0.722124 -3.962480  0.014
C -0.549228 -0.900761 -4.259030  -0.002
N 0.432934 -0.294400 -3.609244  0.012
H -1.379283 1.447138 -1.516324  -0.021
H -3.175669 0.351987 -2.586955  0.000
H -2.681680 -1.219725 -4.513900  0.001
H -0.246454 -1.575285 -5.052310  0.000
C -2.464619 -8.112817 -2.382778  0.001
C -2.376051 -6.680128 -1.925018  0.004
O -2.098168 -5.754382 -2.628756  0.001
S -2.739391 -6.529472 -0.151713  0.005
C -2.239618 -4.863503 0.145410  0.063
C -1.353895 -4.606902 1.193189  -0.029
C -0.906190 -3.319586 1.426054  0.053
C -1.331385 -2.266456 0.606367  0.007
C -2.260656 -2.529925 -0.404846  0.053
C -2.717849 -3.812843 -0.631652  -0.030
C -0.783518 -0.957131 0.741831  0.352
C -0.319952 0.179532 0.864493  0.241
H -2.385651 -8.152696 -3.464586  0.000
H -3.406790 -8.556624 -2.055950  0.000
H -1.655672 -8.683990 -1.926802  0.000
H -1.007438 -5.425176 1.811418  0.000
H -0.222994 -3.116515 2.240342  0.003
H -2.623101 -1.712886 -1.010726  0.011
H -3.442547 -4.004231 -1.410424  0.000

Cartesian forces (eV/Å) of the 6 atoms listed first:
Ir -0.61 -0.09 -0.26
C 0.08 -0.12 0.01
C -0.07 -0.17 0.12
C 0.09 0.22 -0.14
C 0.23 0.10 -0.01
C 0.16 0.03 -0.06